This record from the Open Molecules 2025 dataset describes a structure of composition C18H48F4Mn2O10P2 at a distorted geometry. The level of theory is the ωB97M-V functional and the def2-TZVPD basis.

Values from the calculation:
M in g/mol: 672.39
Spin multiplicity: 11
Charge: +2
Kohn-Sham gap (spin up / spin down) in eV: 7.540 / 6.673
Energy relative to the best compared isomer or geometry (same formula, charge and spin) in kJ/mol: 35.8
Total energy in Eh: -4851.0692

Positions of all 84 atoms, in Å:
Mn (-0.45965, 2.00756, 3.75258)
Mn (3.22189, -0.54769, 0.78954)
O (-0.47644, 0.85576, 2.09735)
P (-0.12542, -0.12926, 1.04794)
O (1.18209, -0.20261, 0.36369)
F (-1.18322, -0.18240, -0.05861)
F (-0.26318, -1.47399, 1.82704)
O (2.99390, -0.01424, 2.74250)
P (2.45536, 0.26213, 4.09147)
O (1.35470, 1.26143, 4.24088)
F (3.54385, 0.61700, 5.09211)
F (1.93270, -1.01188, 4.72861)
C (1.78039, 2.98532, -0.65821)
C (3.13110, 2.32087, -0.88207)
C (4.17708, 3.34850, -1.27441)
O (3.50093, 1.59088, 0.33973)
H (1.35666, 3.19831, -1.64275)
H (1.78583, 3.88386, -0.04188)
H (1.07144, 2.26433, -0.24822)
H (3.01232, 1.52998, -1.61928)
H (5.08382, 2.83805, -1.58595)
H (4.30219, 4.01581, -0.41579)
H (3.78805, 4.01784, -2.04016)
H (3.69263, 2.26548, 1.00212)
C (-5.22715, -1.48138, -0.53509)
C (-3.82495, -2.04420, -0.37567)
C (-3.82669, -3.56316, -0.36111)
O (-3.02709, -1.51672, -1.44907)
H (-5.83223, -1.79658, 0.31556)
H (-5.66996, -1.98647, -1.39894)
H (-5.23460, -0.41729, -0.75363)
H (-3.38467, -1.68053, 0.56607)
H (-2.83522, -3.97366, -0.20160)
H (-4.34240, -3.91697, -1.25683)
H (-4.53537, -3.89967, 0.40276)
H (-2.20826, -1.17632, -1.08580)
C (-3.21475, 3.39267, 1.24287)
C (-2.94687, 3.77275, 2.69997)
C (-4.18308, 4.33431, 3.36211)
O (-2.59068, 2.53898, 3.41436)
H (-3.99139, 2.62746, 1.19333)
H (-2.28188, 2.90015, 0.93806)
H (-3.38818, 4.19992, 0.53865)
H (-2.09485, 4.45282, 2.67943)
H (-5.02472, 3.65620, 3.49472)
H (-4.55541, 5.20623, 2.81890)
H (-3.92443, 4.78495, 4.32442)
H (-3.37054, 1.97074, 3.40870)
C (0.87796, 0.95436, -5.45803)
C (0.86073, 0.91851, -3.93995)
C (-0.46261, 1.51541, -3.44123)
O (1.00988, -0.34948, -3.30387)
H (0.93737, 1.97313, -5.83240)
H (-0.03961, 0.50636, -5.84219)
H (1.73275, 0.36238, -5.78917)
H (1.64516, 1.56978, -3.54413)
H (-0.59478, 1.47309, -2.35706)
H (-1.34030, 1.04798, -3.89236)
H (-0.49913, 2.57917, -3.69447)
H (0.19801, -0.86545, -3.34341)
C (4.24606, -1.98935, -3.46387)
C (4.57368, -1.42321, -2.10617)
C (5.41924, -0.15975, -2.16985)
O (3.37529, -1.06818, -1.35860)
H (3.65230, -1.28722, -4.05771)
H (3.73558, -2.94841, -3.51513)
H (5.20668, -2.09359, -3.97135)
H (5.13722, -2.18088, -1.55527)
H (6.18906, -0.22307, -2.94391)
H (5.70692, 0.28409, -1.22319)
H (4.83475, 0.55408, -2.77568)
H (2.62355, -0.98069, -1.97330)
C (-2.65733, -3.72184, 3.67381)
C (-1.25719, -4.25779, 3.42224)
C (-1.01959, -4.88930, 2.04607)
O (-0.30339, -3.24415, 3.73570)
H (-3.40884, -4.43391, 3.31775)
H (-2.79158, -2.85032, 3.02481)
H (-2.86073, -3.59425, 4.73294)
H (-1.15233, -5.19343, 3.98659)
H (-1.90945, -5.39967, 1.67936)
H (-0.27117, -5.68308, 2.05782)
H (-0.63324, -4.10946, 1.37622)
H (-0.10459, -2.87713, 2.86862)

Charges computed using Löwdin, reported in e: number 1, Mn, carries 1.249; number 2, Mn, carries 1.151; number 3, O, carries -0.318; number 4, P, carries 0.267; number 5, O, carries -0.287; number 6, F, carries -0.035; number 7, F, carries -0.074; number 8, O, carries -0.296; number 9, P, carries 0.213; number 10, O, carries -0.330; number 11, F, carries -0.004; number 12, F, carries -0.011; number 13, C, carries -0.035; number 14, C, carries -0.431; number 15, C, carries -0.016; number 16, O, carries -0.130; number 17, H, carries 0.085; number 18, H, carries 0.094; number 19, H, carries 0.050; number 20, H, carries 0.107; number 21, H, carries 0.081; number 22, H, carries 0.096; number 23, H, carries 0.101; number 24, H, carries 0.114; number 25, C, carries -0.051; number 26, C, carries -0.501; number 27, C, carries -0.047; number 28, O, carries -0.062; number 29, H, carries 0.085; number 30, H, carries 0.089; number 31, H, carries 0.077; number 32, H, carries 0.114; number 33, H, carries 0.062; number 34, H, carries 0.090; number 35, H, carries 0.086; number 36, H, carries 0.024; number 37, C, carries -0.032; number 38, C, carries -0.429; number 39, C, carries -0.038; number 40, O, carries -0.133; number 41, H, carries 0.096; number 42, H, carries 0.065; number 43, H, carries 0.100; number 44, H, carries 0.143; number 45, H, carries 0.100; number 46, H, carries 0.102; number 47, H, carries 0.092; number 48, H, carries 0.125; number 49, C, carries -0.036; number 50, C, carries -0.480; number 51, C, carries -0.060; number 52, O, carries -0.061; number 53, H, carries 0.092; number 54, H, carries 0.090; number 55, H, carries 0.082; number 56, H, carries 0.118; number 57, H, carries 0.057; number 58, H, carries 0.091; number 59, H, carries 0.088; number 60, H, carries 0.105; number 61, C, carries -0.029; number 62, C, carries -0.431; number 63, C, carries -0.041; number 64, O, carries -0.133; number 65, H, carries 0.085; number 66, H, carries 0.098; number 67, H, carries 0.101; number 68, H, carries 0.144; number 69, H, carries 0.100; number 70, H, carries 0.080; number 71, H, carries 0.087; number 72, H, carries 0.081; number 73, C, carries -0.048; number 74, C, carries -0.484; number 75, C, carries -0.052; number 76, O, carries -0.058; number 77, H, carries 0.081; number 78, H, carries 0.065; number 79, H, carries 0.081; number 80, H, carries 0.138; number 81, H, carries 0.082; number 82, H, carries 0.083; number 83, H, carries 0.064; number 84, H, carries 0.020